# 1
# C41H52GeIN3O4SiTi

C41H52GeIN3O4SiTi as an isolated structure (ωB97M-V with the def2-TZVPD basis set, the OMol25 dataset).

Summary:
Kohn-Sham gap (spin up / spin down) (eV): 5.09 / 6.35
Expectation value of S²: 0.78
Largest force on an atom (hartree/bohr): 0.0356
Energy relative to the best compared isomer or geometry (same formula, charge and spin) (kJ/mol): 449.53
Net charge: -1
Spin multiplicity: 2

Last column: Mulliken charge in e.
Element x y z (Å)
I (-3.2326, 3.6260, 1.0374)  -0.034
Ge (-0.2061, 2.5087, -0.2378)  2.667
Ti (-0.8061, -0.1088, -0.0048)  -0.365
Si (-3.2931, -1.2682, -0.0379)  1.178
O (3.7854, -6.7711, 0.8406)  -0.667
O (2.6811, -5.5920, 2.2746)  -0.640
O (-0.1488, -1.8549, 0.8360)  -1.013
O (-0.0791, -1.2228, -1.2930)  -0.784
N (3.2821, -0.4772, 0.8534)  0.126
N (3.0391, -5.8462, 1.1321)  1.074
N (0.9782, 0.3812, 1.0053)  0.608
C (0.2043, 2.9737, 2.6654)  -0.499
C (4.4931, -0.9658, 2.9209)  -0.719
C (1.7037, 2.6927, -0.9720)  -0.089
C (3.2432, 2.2377, -2.8094)  -0.806
C (1.6366, -4.0277, 0.3309)  0.028
C (3.9315, 3.6832, -1.0244)  -0.726
C (0.1883, 4.9678, 1.3548)  0.112
C (-3.5100, -2.3572, 1.5714)  2.689
C (3.7071, -1.5541, 1.7577)  -0.423
C (5.6415, -0.0898, 2.4148)  -0.856
C (-2.1269, 4.8042, -3.9706)  -0.495
C (-1.0469, 5.3569, -3.2949)  -1.011
C (-2.6495, 3.5907, -3.5474)  -0.713
C (-4.9714, -2.6504, 1.9200)  -1.983
C (-0.4965, 4.7002, -2.2021)  -0.196
C (-4.8545, -0.1660, 0.0218)  -1.449
C (4.2058, 3.0617, -2.2343)  -0.548
C (-4.9850, -2.7785, -1.8685)  -1.938
C (2.5468, -5.0022, 0.0361)  -0.517
C (-2.9144, -1.5236, 2.7143)  -1.801
C (5.1367, 0.9976, 1.4625)  -0.526
C (3.0393, -5.2167, -1.2613)  -0.916
C (0.4158, 3.7279, 3.8152)  -0.780
C (-3.5578, -2.2537, -1.7021)  2.524
C (2.7006, 3.4862, -0.3955)  -0.055
C (-2.7631, -3.6947, 1.5119)  -2.189
C (2.0647, -0.0251, 0.9375)  0.119
C (0.0927, 3.5761, 1.4109)  0.120
C (0.3002, -2.1240, -0.3590)  1.762
C (1.6620, -3.3685, -2.0166)  -1.111
C (2.5669, -4.3770, -2.2717)  -0.530
C (-2.5937, -3.4320, -1.8896)  -1.949
C (2.0119, 2.0665, -2.1861)  -0.575
C (-1.0264, 3.4946, -1.7407)  0.557
C (1.1758, -3.1647, -0.6894)  0.442
C (-2.3174, 1.7623, 0.5608)  -2.021
C (0.3990, 5.7277, 2.4963)  -0.741
C (0.5155, 5.1081, 3.7343)  -0.559
C (4.3490, 0.3799, 0.3194)  0.376
C (-2.1064, 2.9506, -2.4388)  -0.423
C (-3.2810, -1.2469, -2.8274)  -2.037
H (0.0832, 5.4769, 0.4049)  0.175
H (1.3115, -2.7194, -2.8068)  0.495
H (-5.7666, -0.7627, 0.0469)  0.429
H (3.4494, 1.7389, -3.7488)  0.418
H (-3.0527, 1.3182, -0.0934)  -0.269
H (0.4959, 3.2326, 4.7753)  0.402
H (0.4612, 6.8068, 2.4219)  0.413
H (-3.4815, 3.1412, -4.0752)  0.421
H (-2.2362, -0.9278, -2.8213)  0.231
H (-2.7465, -4.1598, 2.5072)  0.552
H (4.9926, -0.2572, -0.2944)  0.320
H (2.9269, -4.5203, -3.2834)  0.409
H (3.8999, 1.1281, -0.3246)  -0.601
H (6.3621, -0.7215, 1.8832)  0.341
H (5.1597, 3.2130, -2.7254)  0.352
H (-5.4869, -3.1877, 1.1210)  0.272
H (4.3242, -2.2445, 1.1758)  0.252
H (2.5174, 3.9805, 0.5528)  0.173
H (1.2781, -3.9099, 1.3438)  0.582
H (-1.7292, -3.5717, 1.1841)  0.317
H (-4.9250, 0.4943, -0.8481)  0.359
H (-2.5521, 5.3117, -4.8276)  0.361
H (2.8225, -2.0976, 2.0866)  0.227
H (3.7512, -6.0049, -1.4476)  0.486
H (5.9700, 1.5727, 1.0539)  0.418
H (-2.4089, 1.1975, 1.5001)  0.999
H (-2.6991, -3.8404, -2.9041)  0.556
H (-3.0954, -2.0155, 3.6799)  0.551
H (-2.5377, 2.0081, -2.1180)  0.097
H (0.3806, 5.1218, -1.7248)  0.280
H (6.1744, 0.3571, 3.2561)  0.400
H (-5.7185, -1.9706, -1.8691)  0.348
H (-5.5308, -1.7362, 2.1235)  0.357
H (-5.2539, -3.4797, -1.0748)  0.265
H (-5.0199, -3.2749, 2.8224)  0.511
H (3.8144, -0.3669, 3.5362)  0.307
H (4.8706, -1.7764, 3.5473)  0.416
H (-3.4827, -1.7072, -3.8041)  0.573
H (-4.8595, 0.4770, 0.9066)  0.286
H (-5.0809, -3.3131, -2.8237)  0.516
H (-3.3668, -0.5271, 2.7670)  0.276
H (-1.8335, -1.4126, 2.5987)  0.127
H (-2.7941, -4.2432, -1.1932)  0.273
H (4.4875, 1.7015, 1.9963)  0.251
H (0.1280, 1.8963, 2.7507)  0.113
H (-0.6244, 6.2979, -3.6265)  0.375
H (-1.5522, -3.1302, -1.7675)  0.270
H (4.6758, 4.3237, -0.5640)  0.408
H (1.2655, 1.4351, -2.6590)  0.283
H (0.6755, 5.6971, 4.6291)  0.351
H (-3.2607, -4.3942, 0.8403)  0.303
H (-3.9135, -0.3573, -2.7476)  0.276

Cartesian forces (eV/Å) of the 2 atoms listed first:
-0.036 0.160 0.027
0.916 -0.553 -0.409

# 2
# C10H13NO

A 2-piece molecular cluster, C10H13NO overall (ωB97M-V with the def2-TZVPD basis set, the OMol25 dataset).

Summary:
SMILES: CCc1c[nH]c2ccccc12.O
Kohn-Sham gap (eV): 8.62
Largest force on an atom (hartree/bohr): 0.0751
Energy relative to the best compared isomer or geometry (same formula, charge and spin) (kJ/mol): 13.08

Last column: Mulliken charge in e.
Element x y z (Å)
O (1.9621, 1.1599, 2.5530)  -0.654
N (1.1342, 0.5634, -1.6757)  0.004
C (-1.9509, 0.3686, -0.0385)  -0.304
C (1.1544, -2.3818, 1.6010)  -0.753
C (-2.6732, 1.5275, -0.4414)  -0.688
C (1.3744, -0.6416, -1.1445)  -0.645
C (-0.7156, 2.2446, -1.6585)  -0.667
C (-1.9751, 2.5774, -1.1108)  -0.543
C (-0.0679, 1.0844, -1.3181)  -0.357
C (0.3041, -0.9711, -0.3698)  0.234
C (0.1357, -2.2603, 0.4506)  -0.529
C (-0.6449, 0.0899, -0.4667)  1.137
H (0.2949, -3.1180, -0.2309)  0.291
H (2.1777, -2.5421, 1.2221)  0.294
H (1.4855, 0.3065, 2.6662)  0.327
H (0.8569, -3.2627, 2.1945)  0.365
H (-0.2184, 3.0060, -2.2738)  0.302
H (-2.5282, -0.3033, 0.6103)  0.302
H (-3.7109, 1.6406, -0.1010)  0.343
H (-2.4585, 3.5144, -1.4174)  0.345
H (1.7757, 1.4269, 1.6245)  0.312
H (-0.9052, -2.3152, 0.8233)  0.303
H (1.7798, 1.0034, -2.3361)  0.197
H (1.1580, -1.4980, 2.2609)  -0.017
H (2.2555, -1.2195, -1.4233)  0.401

Cartesian forces (eV/Å) of the 2 atoms listed first:
-0.593 -0.536 -0.754
1.874 2.356 -2.421

# 3
# C15H24NO2

A 2-piece molecular cluster, C15H24NO2 overall (ωB97M-V with the def2-TZVPD basis set, the OMol25 dataset).

Summary:
Kohn-Sham gap (eV): 7.76
Largest force on an atom (hartree/bohr): 0.0283
Energy relative to the best compared isomer or geometry (same formula, charge and spin) (kJ/mol): 169.53
Net charge: +1

Last column: Mulliken charge in e.
Element x y z (Å)
O (-2.5576, 2.7914, 3.4940)  -0.409
O (1.6494, 1.2496, -0.9826)  -0.317
N (0.8654, -1.5368, -0.4352)  0.397
C (-1.7069, 1.1171, 0.3915)  -0.399
C (-2.4301, 1.6033, 1.4523)  -0.733
C (-0.3810, -2.2677, -0.1778)  -0.867
C (0.4111, 0.8760, -0.8064)  -0.407
C (0.3018, 2.2712, 1.2306)  -0.842
C (1.6821, -2.2063, -1.4626)  -0.960
C (-1.2147, -2.3996, -1.4436)  -0.396
C (2.1758, 1.2705, -2.3196)  -0.664
C (-1.7985, 2.4136, 2.4308)  0.842
C (0.9229, -2.3112, -2.7763)  -0.425
C (-0.3221, 1.4108, 0.2846)  0.709
C (-1.9247, 3.5727, 4.5377)  -0.813
C (-0.4339, 2.7840, 2.2758)  -0.335
C (-0.4176, -3.0207, -2.5916)  -0.985
C (1.6253, -1.4004, 0.8003)  -1.307
H (2.5292, -0.8091, 0.6219)  0.347
H (-1.5850, -1.4083, -1.7355)  0.088
H (-0.1439, -3.2764, 0.2186)  0.429
H (-0.2337, -4.0799, -2.3705)  0.349
H (-0.1002, 0.3742, -1.6349)  0.671
H (1.5441, -2.8599, -3.4953)  0.402
H (1.9539, -3.2218, -1.1110)  0.432
H (2.6119, -1.6347, -1.5909)  0.420
H (-1.0552, 3.0428, 4.9620)  0.362
H (1.9253, -2.3925, 1.1850)  0.440
H (0.7653, -1.3046, -3.1850)  0.186
H (-1.6032, 4.5542, 4.1512)  0.344
H (-2.1666, 0.4967, -0.3836)  0.340
H (1.3563, 2.5179, 1.1092)  0.452
H (-2.0899, -3.0198, -1.2157)  0.395
H (0.0364, 3.4651, 2.9870)  0.407
H (-0.9989, -2.9650, -3.5191)  0.396
H (-3.4904, 1.3848, 1.5781)  0.464
H (-2.7047, 3.6952, 5.2930)  0.243
H (-0.9438, -1.7229, 0.5932)  0.504
H (2.3637, 0.2494, -2.6792)  0.214
H (1.0174, -0.9023, 1.5630)  0.393
H (3.1074, 1.8361, -2.2571)  0.289
H (1.4578, 1.7633, -2.9863)  0.346

Cartesian forces (eV/Å) of the 2 atoms listed first:
1.069 -0.179 -0.975
-0.609 0.045 0.412

# 4
# C16H23NO5

One molecule with the formula C16H23NO5 (ωB97M-V with the def2-TZVPD basis set, the OMol25 dataset).

Summary:
SMILES: CCCCC(=O)OCC(=O)c1[nH]c(C)c(C(=O)OCC)c1C
Kohn-Sham gap (eV): 9.12
Largest force on an atom (hartree/bohr): 0.0200
Energy relative to the best compared isomer or geometry (same formula, charge and spin) (kJ/mol): 0.66

Last column: Mulliken charge in e.
Element x y z (Å)
O (-0.4561, -3.0462, 1.6995)  -0.408
O (1.3447, -3.5361, -1.2686)  -0.647
O (1.7273, -2.8079, 2.1527)  -0.587
O (-1.4745, 2.5114, -1.8251)  -0.680
O (0.3473, 1.8185, -2.9417)  -0.345
N (-1.3676, -1.4034, -0.2683)  0.347
C (-0.6861, 0.3035, -1.4999)  1.098
C (0.9911, -0.3603, 3.5326)  -0.934
C (0.4473, -3.0703, -0.5982)  0.475
C (-2.9742, 0.4751, -0.2602)  -1.540
C (-0.1678, -1.7864, -0.8363)  -0.432
C (-0.4902, 1.2889, 2.2803)  -1.080
C (0.8273, 0.5235, 2.2943)  0.185
C (0.1130, -1.6140, 3.4893)  -0.450
C (0.5846, -2.5390, 2.3938)  0.634
C (1.2222, 4.0722, -2.6404)  -1.114
C (-1.6992, -0.1649, -0.6595)  -0.290
C (-0.1152, -3.8730, 0.5890)  -0.847
C (0.4694, 3.1043, -3.5430)  -0.287
C (1.5420, -0.6924, -2.3978)  -1.485
C (0.2802, -0.7269, -1.6220)  1.127
C (-0.6673, 1.6445, -2.0823)  0.152
H (-1.9052, -1.9756, 0.3634)  0.257
H (-0.5313, 3.4930, -3.7601)  0.318
H (2.1182, 0.1943, -2.1414)  0.289
H (-0.5717, 1.8853, 1.3751)  0.206
H (2.0304, -0.6853, 3.6031)  0.362
H (-0.9374, -1.3716, 3.3340)  0.288
H (-0.5495, 1.9554, 3.1383)  0.473
H (0.6420, -4.6069, 0.8809)  0.400
H (0.9088, -0.0932, 1.3964)  -0.163
H (0.7509, 0.2177, 4.4269)  0.412
H (-2.8443, 1.5524, -0.2111)  0.336
H (-3.3189, 0.0944, 0.6991)  0.398
H (2.1995, 3.6683, -2.3868)  0.288
H (1.0130, 2.9320, -4.4745)  0.335
H (1.3216, -0.6403, -3.4628)  0.290
H (1.3514, 5.0223, -3.1509)  0.391
H (-1.0337, -4.3872, 0.2945)  0.338
H (2.1254, -1.5865, -2.1998)  0.426
H (0.2055, -2.1533, 4.4351)  0.281
H (-1.3396, 0.6120, 2.3157)  0.155
H (0.6593, 4.2378, -1.7250)  0.302
H (-3.7416, 0.2720, -1.0081)  0.350
H (1.6489, 1.2419, 2.2698)  0.376

Cartesian forces (eV/Å) of the 2 atoms listed first:
-0.373 -0.141 -0.015
-0.135 -0.059 0.074

# 5
# C4H8ClNO

A 2-piece molecular cluster, C4H8ClNO overall (ωB97M-V with the def2-TZVPD basis set, the OMol25 dataset).

Summary:
SMILES: C#CN[C@@H](C)O.Cl
Kohn-Sham gap (eV): 9.70
Largest force on an atom (hartree/bohr): 0.0748
Energy relative to the best compared isomer or geometry (same formula, charge and spin) (kJ/mol): 287.47

Last column: Mulliken charge in e.
Element x y z (Å)
Cl (2.8199, -2.1888, 1.9337)  -0.259
O (-2.0226, 0.7018, 0.6087)  -0.566
N (-0.0555, -0.7587, 0.2192)  -0.186
C (-0.5453, -1.4666, -2.2029)  -0.423
C (-0.3494, -1.2567, -1.0526)  -0.096
C (-0.5830, 0.5352, 0.6104)  0.089
C (0.0462, 1.5726, -0.3325)  -1.064
H (1.0457, 1.3391, -0.2208)  0.363
H (-0.3717, 0.6618, 1.6119)  0.359
H (-2.5779, -0.0272, 0.3756)  0.303
H (-0.1918, 2.7193, -0.0363)  0.289
H (-0.1166, -1.6117, 0.8863)  0.280
H (-0.2394, 1.4001, -1.3552)  0.307
H (-0.9588, -1.9656, -3.0888)  0.358
H (3.5597, -1.4279, 1.2014)  0.244

Cartesian forces (eV/Å) of the 2 atoms listed first:
0.207 0.153 -0.128
0.479 1.022 0.126

# 6
# C19H23ClFN3O2S

One molecule with the formula C19H23ClFN3O2S (ωB97M-V with the def2-TZVPD basis set, the OMol25 dataset).

Summary:
SMILES: CN(CCc1ccccn1)[C@H]1CCCN(S(=O)(=O)c2ccc(F)c(Cl)c2)C1
Kohn-Sham gap (eV): 9.03
Largest force on an atom (hartree/bohr): 0.0195
Energy relative to the best compared isomer or geometry (same formula, charge and spin) (kJ/mol): 0.00

Last column: Mulliken charge in e.
Element x y z (Å)
Cl (-1.8141, -4.0982, 1.7379)  -0.206
S (-3.8171, 0.8264, 0.5849)  1.210
F (-3.0249, -4.8179, -0.8493)  -0.329
O (-4.9407, 1.3520, -0.1278)  -0.717
O (-3.7510, 0.9795, 2.0055)  -0.710
N (1.1525, 1.9902, 0.8799)  0.474
N (-2.4458, 1.5003, -0.0597)  0.115
N (3.2873, -1.1315, -0.9139)  -0.359
C (-4.1717, -1.4015, -1.0023)  -0.287
C (4.9188, -1.1133, 0.8154)  -0.569
C (5.4098, -2.3351, 0.3877)  -0.385
C (-2.3660, 1.5205, -1.5015)  -0.555
C (3.2724, 0.7853, 0.5415)  -0.736
C (-3.2315, -3.5400, -0.5011)  0.377
C (-2.7138, -3.0613, 0.7014)  0.088
C (-3.6591, -0.9248, 0.1893)  -0.196
C (-1.2098, 1.1481, 0.5937)  -0.536
C (-2.9356, -1.7344, 1.0430)  -0.255
C (3.8510, -0.5376, 0.1327)  0.670
C (4.8184, -2.9476, -0.7056)  -0.460
C (0.0250, 2.2237, -1.3007)  -0.848
C (-0.1254, 2.1831, 0.2240)  -0.760
C (-3.9618, -2.7252, -1.3500)  -0.637
C (1.1791, 2.4538, 2.2504)  -1.022
C (1.7523, 0.6764, 0.7337)  -0.881
C (-1.3244, 2.5489, -1.9360)  -0.906
C (3.7578, -2.2972, -1.3164)  -0.279
H (0.3796, 1.2617, -1.6733)  0.261
H (2.2071, 2.4334, 2.6077)  0.293
H (0.7648, 2.9795, -1.5642)  0.373
H (3.2562, -2.7287, -2.1737)  0.399
H (5.1683, -3.8999, -1.0721)  0.376
H (-0.8841, 0.1388, 0.2968)  0.269
H (5.3564, -0.6101, 1.6645)  0.328
H (-1.6521, 3.5385, -1.6161)  0.392
H (-3.3586, 1.7841, -1.8671)  0.434
H (0.5651, 1.8433, 2.9290)  0.368
H (-4.7441, -0.7369, -1.6287)  0.505
H (1.3602, 0.1846, -0.1550)  0.570
H (-0.4972, 3.1631, 0.5427)  0.434
H (-2.5724, -1.3327, 1.9749)  0.517
H (-1.4059, 1.1616, 1.6660)  0.528
H (0.8248, 3.4822, 2.2917)  0.352
H (1.5389, 0.0322, 1.6013)  0.210
H (-2.0903, 0.5260, -1.8898)  0.334
H (3.7577, 1.1398, 1.4505)  0.263
H (-1.2445, 2.5446, -3.0237)  0.399
H (-4.3520, -3.1393, -2.2662)  0.435
H (3.4514, 1.5139, -0.2515)  0.266
H (6.2390, -2.8025, 0.8996)  0.393

Cartesian forces (eV/Å) of the 2 atoms listed first:
0.019 -0.060 0.014
0.067 -0.175 -0.115

The lowest energy relative to the best compared isomer or geometry (same formula, charge and spin) belongs to which entry? C19H23ClFN3O2S